Record 1
The following is a quantum chemistry calculation of a molecular structure, C35H37N4OPSTi in a non-equilibrium geometry, from the OMol25 dataset.

Cartesian coordinates (Å):
C  3.11  2.55  3.44
H  4.25  -1.38  -1.05
H  2.39  -2.91  2.46
C  3.22  -2.93  1.77
H  0.43  0.66  2.55
H  -3.28  1.24  -0.20
H  -0.05  3.53  -2.63
C  -6.02  0.70  -3.83
H  1.56  -1.16  -4.28
H  -2.96  -0.86  3.83
N  0.47  -1.52  1.05
H  -4.74  -3.10  1.44
H  -1.38  4.57  0.67
C  1.81  0.92  -3.63
C  -3.45  0.71  -1.13
Ti  -1.10  -0.85  0.00
C  1.64  -0.48  -3.44
H  3.41  3.34  4.12
C  0.31  1.80  -0.56
H  2.14  2.84  -2.81
C  -3.71  -1.32  3.19
C  -3.03  -1.87  1.94
H  5.06  2.38  2.56
H  -2.67  -3.78  2.89
H  1.08  2.50  4.12
C  5.29  -3.89  1.00
H  1.92  1.30  -4.64
N  -1.00  -2.58  -1.09
H  -2.15  -1.67  -3.12
H  1.73  -2.03  -1.98
C  4.04  2.01  2.57
C  1.69  1.38  -1.16
H  0.90  5.21  -0.05
C  -4.84  0.38  -3.07
H  -1.65  -3.49  1.47
S  -0.95  -5.14  -2.20
C  3.22  -2.02  0.71
C  1.92  1.80  -2.60
H  -4.69  -1.53  0.59
P  1.80  -0.85  0.58
C  -3.95  -0.59  -3.51
C  -2.10  -3.02  2.34
C  -0.98  -3.65  -1.55
C  4.26  -2.07  -0.21
N  -0.49  0.94  -0.12
H  -1.29  -2.65  2.96
C  -0.71  3.71  -1.78
C  1.89  -0.12  -1.03
H  -0.97  4.78  -1.75
H  2.39  1.92  -0.51
O  -2.29  -0.81  1.35
H  6.08  -3.04  -0.81
H  -3.61  -2.84  0.09
C  1.81  2.08  3.44
C  -0.03  3.30  -0.46
C  -2.83  -0.91  -2.74
C  5.29  -3.00  -0.07
C  3.67  0.99  1.70
H  -4.44  -0.56  2.91
H  -4.14  -1.11  -4.44
H  4.24  -4.55  2.75
H  -1.87  2.85  0.60
H  4.39  0.57  1.00
C  -4.57  1.04  -1.87
C  -4.08  -2.37  0.95
C  1.74  -0.95  -2.14
N  -6.96  0.95  -4.44
H  -4.21  -2.12  3.74
H  1.91  4.14  -1.03
H  -1.62  3.13  -1.93
H  6.08  -4.62  1.10
C  -1.02  3.53  0.69
H  -0.55  3.35  1.65
C  1.21  4.17  -0.20
C  -2.53  -0.29  -1.52
C  1.44  1.05  2.57
C  2.36  0.51  1.69
H  -5.26  1.81  -1.53
C  4.25  -3.85  1.92
H  1.73  3.83  0.70

## Properties
charge	-2

Record 2
The following is a quantum chemistry calculation of a molecular structure, C39H56HfNO8P2S3SbSe4 in a non-equilibrium geometry, from the OMol25 dataset.

Cartesian coordinates (Å):
P  -3.28  -1.57  0.23
H  -3.60  0.45  -2.10
C  3.96  -0.63  1.58
C  -2.14  3.68  -3.29
H  4.30  -3.18  3.75
H  -0.82  3.86  -1.59
C  -1.06  0.85  4.39
S  -1.24  1.86  2.93
H  -2.43  -1.35  -6.12
H  2.81  3.93  2.56
S  2.78  0.55  0.97
H  0.59  4.20  1.50
H  -0.29  -2.78  -5.06
C  -5.49  -0.13  2.51
O  -4.69  -1.41  -0.41
O  -2.26  -0.68  -0.42
H  -6.11  -2.77  3.21
C  -5.35  -2.67  2.44
C  5.21  -0.65  0.98
H  -0.25  -7.40  1.46
C  6.15  -1.56  1.42
C  -0.91  -2.54  -4.20
H  -6.07  -1.34  -1.87
C  -4.66  0.25  -2.21
H  -2.54  0.48  7.40
C  0.02  -5.69  0.15
H  -2.04  -6.34  0.05
H  -3.25  0.99  -6.13
O  -0.21  -4.51  1.06
C  -2.21  1.50  -4.30
C  0.16  -0.70  5.73
H  0.71  -0.16  3.72
C  -2.18  -0.67  -5.32
Se  4.54  -1.84  -2.70
H  0.02  3.66  3.72
Se  1.76  -4.95  -3.45
H  -0.98  -6.91  -1.24
C  4.56  -2.44  3.00
H  -2.44  4.72  -3.25
O  -2.28  -4.17  2.49
Hf  -0.23  -0.67  0.34
H  2.59  -1.57  2.95
H  -1.76  -3.23  -4.21
H  -1.53  -5.26  -1.29
C  5.83  -2.45  2.43
H  5.43  0.02  0.15
H  -2.94  -4.69  4.31
C  0.93  3.20  1.78
H  -5.95  -0.08  1.52
H  -3.42  -3.97  0.30
H  1.14  -7.47  0.34
H  -0.20  -3.32  4.21
C  -1.99  1.03  5.40
C  -2.62  -3.25  0.12
C  -4.99  -1.18  -1.84
C  -4.27  -2.21  -2.69
C  -0.81  1.87  -2.33
C  2.47  3.23  1.79
H  -2.81  1.72  5.27
Sb  3.25  -3.73  -2.01
H  -0.18  -5.74  3.51
H  -5.85  -2.70  1.47
C  -1.23  3.19  -2.33
C  -1.35  0.99  -3.31
H  -6.28  -0.16  3.26
O  -0.80  -2.19  1.84
C  0.01  -0.03  4.53
O  1.44  0.14  1.61
H  6.55  -3.19  2.74
H  -1.15  -6.24  4.90
C  -1.22  -3.44  4.58
H  3.02  1.53  3.07
H  -2.20  -3.37  -0.88
C  -4.61  -1.36  2.64
H  -1.74  -2.49  4.45
H  -1.71  -6.61  3.27
H  -5.22  0.95  -1.60
C  -1.95  -4.55  3.86
H  -0.62  -1.05  7.69
O  -3.48  -1.23  1.73
Se  1.35  -2.10  -0.72
O  -1.09  0.99  1.72
H  -0.29  -2.71  -3.32
N  -0.99  -0.32  -3.27
H  1.24  -6.44  1.75
H  -3.19  -2.03  -2.66
H  -4.59  -2.11  -3.73
H  4.28  2.06  1.95
H  -4.66  -3.51  2.53
H  0.57  2.54  0.99
H  -4.93  0.41  -3.26
H  7.11  -1.61  0.93
C  -1.22  -6.06  -0.61
P  -1.33  -3.54  1.40
H  -4.13  -1.36  3.62
H  0.99  -1.38  5.86
H  -4.49  -3.22  -2.36
S  0.46  1.39  -1.22
H  0.78  -5.32  -0.53
H  1.01  2.19  3.71
C  -1.37  -1.11  -4.24
H  -1.18  -3.67  5.65
C  -2.62  0.62  -5.33
C  3.20  1.92  2.06
C  -1.83  0.34  6.60
H  -3.28  3.23  -5.04
C  -2.62  2.86  -4.27
C  0.55  -6.82  1.00
Se  3.87  -4.89  0.01
H  2.80  3.64  0.83
C  -0.75  -0.52  6.76
H  -4.90  0.78  2.67
C  0.33  2.80  3.12
C  -1.20  -5.87  3.88
C  3.60  -1.54  2.56

Record 3
The following is a quantum chemistry calculation of C11H15N3S in the gas phase in a non-equilibrium geometry, from the OMol25 dataset.

Cartesian coordinates (Å):
C  0.00  1.33  0.11
H  -2.01  -0.62  -0.64
C  -0.06  0.86  2.51
C  -0.37  0.09  -3.49
H  0.03  1.96  -2.42
H  -1.96  1.56  3.13
C  0.36  0.26  3.69
C  -0.93  -0.85  -0.73
S  -1.60  2.02  0.81
C  2.24  -0.68  2.54
H  3.07  -1.40  2.55
C  -0.56  1.04  -2.30
H  -0.23  0.38  4.64
H  -0.78  -1.87  -3.97
C  0.63  0.69  1.30
H  0.50  -2.01  -1.88
H  -1.12  -2.74  -1.77
C  1.81  -0.02  1.32
H  -0.79  0.58  -4.38
H  -0.58  -1.30  0.20
H  1.85  -1.04  4.63
N  -0.98  -1.21  -3.23
C  -0.60  -1.77  -1.90
H  2.32  -0.16  0.41
H  0.59  2.17  -0.24
H  -1.61  1.30  -2.27
N  -1.23  1.59  2.39
N  -0.20  0.40  -1.01
H  0.70  -0.05  -3.69
C  1.51  -0.52  3.71

## Properties
SMILES	c1ccc2c(c1)NS[C@@H]2N1CCNCC1

Here are the calculated highest occupied orbital energy numbers, same order: -0.4 -5.9 -7.2 (eV).
Here are the calculated orbital gap numbers, same order: 4.8 5.6 8.0 (eV).